Entry 1:
{
  "formula": "C4H10N",
  "method": "ωB97M-V with the def2-TZVPD basis set",
  "symbols": ["C", "C", "C", "C", "N", "H", "H", "H", "H", "H", "H", "H", "H", "H", "H"],
  "xyz": [[-0.7027, 0.4828, 0.8348], [-0.6774, -0.5687, -0.2552], [0.4973, -1.5059, -0.2282], [1.7460, -1.3116, -0.6855], [-0.5476, 1.9074, 0.2246], [-1.6162, 0.4459, 1.4352], [0.1337, 0.3036, 1.5014], [-1.5483, -1.2244, -0.1797], [-0.7574, -0.1810, -1.2981], [0.2524, -2.4860, 0.1634], [2.4808, -2.1025, -0.5746], [2.2128, -0.4273, -1.1052], [0.0609, 1.7991, -0.5938], [-1.4537, 2.2636, -0.0410], [-0.0805, 2.6051, 0.8019]],
  "forces_ev_per_angstrom": [[-0.005, -1.029, 0.267], [0.432, -1.797, -0.349], [-1.254, 0.080, 0.566], [1.335, 0.101, -0.147], [0.498, 0.457, 0.304], [0.039, 0.344, -0.240], [0.227, 0.404, -0.013], [-0.166, 0.293, 0.239], [0.054, 0.954, -0.174], [0.076, -0.053, 0.002], [-0.160, -0.150, -0.042], [-0.544, 0.378, 0.036], [-0.317, -0.210, -0.422], [-0.118, 0.172, -0.394], [-0.096, 0.057, 0.367]],
  "spin_multiplicity": 2,
  "e_tot_ha": -212.9567,
  "homo_ev": [-2.378, -8.283],
  "homo_lumo_gap_ev": [2.41, 8.30],
  "fmax_ev_per_a": 1.9,
  "e_lumo_ev": [0.04, 0.01]
}

---

Entry 2:
{
  "formula": "C4H10N",
  "method": "ωB97M-V with the def2-TZVPD basis set",
  "symbols": ["C", "C", "C", "C", "N", "H", "H", "H", "H", "H", "H", "H", "H", "H", "H"],
  "xyz": [[-0.7476, -0.8426, 0.3810], [0.5682, -0.3226, 0.0469], [-0.5302, 0.6356, 0.0691], [1.6725, -0.2799, 1.0085], [-1.0822, 0.9965, -1.2356], [-1.4178, -1.4849, -0.2486], [-0.8064, -1.2406, 1.3548], [0.8836, -0.4314, -0.9834], [-0.7384, 1.3244, 0.8627], [1.3167, -0.2491, 1.9786], [2.2707, 0.6678, 0.8995], [2.2102, -1.1665, 0.9017], [-2.1582, 0.7708, -1.3560], [-0.6146, 0.3315, -1.9180], [-0.8081, 1.9848, -1.5841]],
  "forces_ev_per_angstrom": [[-1.407, -1.072, -1.137], [1.100, 0.257, -2.125], [-1.899, -0.506, 1.664], [0.704, 2.220, -0.778], [-1.021, -0.003, -2.558], [1.012, 0.848, -0.021], [-0.362, 0.407, 1.381], [0.402, -0.450, -0.165], [0.184, 0.528, 0.021], [-0.873, -0.018, 2.142], [-0.200, -1.219, -0.179], [1.437, -1.189, -0.127], [2.489, 1.061, 0.454], [-0.686, 0.927, 0.609], [-0.881, -1.790, 0.820]],
  "total_charge": 1,
  "e_tot_ha": -212.8517,
  "homo_ev": -15.390,
  "homo_lumo_gap_ev": 11.49,
  "fmax_ev_per_a": 2.8,
  "smiles": "C[C@H]1C[C@@H]1[NH3+]",
  "e_lumo_ev": -3.90
}

---

Entry 3:
{
  "formula": "C4H10N",
  "method": "ωB97M-V with the def2-TZVPD basis set",
  "symbols": ["C", "C", "C", "C", "N", "H", "H", "H", "H", "H", "H", "H", "H", "H", "H"],
  "xyz": [[-2.1935, 0.7485, 0.8254], [-2.2964, -0.3335, -0.2789], [-0.8027, -0.6117, -0.6689], [0.3641, -0.0181, -0.1709], [4.1256, -0.0226, 0.1737], [-1.0982, 0.5307, 1.1135], [-2.1025, 1.7365, 0.3892], [-2.8596, 0.7334, 1.6830], [-2.7849, -1.2020, 0.2220], [-2.9024, -0.0409, -1.1461], [-0.6482, -1.4150, -1.3650], [1.0742, 0.3005, -0.9924], [3.1250, -0.0119, -0.1525], [4.2153, 0.1801, 1.1513], [4.6737, 0.6360, -0.3590]],
  "forces_ev_per_angstrom": [[2.541, 0.327, -0.585], [1.191, -0.073, 1.091], [-0.286, 2.346, 2.099], [-3.101, -3.277, -3.723], [-1.379, -0.431, -1.025], [-1.381, 0.765, 1.053], [-0.503, 0.276, 0.016], [-0.050, -0.199, -0.253], [0.733, -0.119, -1.006], [0.208, -0.151, 0.035], [0.764, -0.987, -0.203], [-0.212, 1.088, 1.438], [1.799, 0.204, 0.805], [-0.246, 0.140, 0.318], [-0.077, 0.092, -0.062]],
  "total_charge": 1,
  "e_tot_ha": -212.6686,
  "homo_ev": -12.918,
  "homo_lumo_gap_ev": 4.25,
  "fmax_ev_per_a": 5.8,
  "e_lumo_ev": -8.67
}

---

Entry 4:
{
  "formula": "C4H10N2",
  "method": "ωB97M-V with the def2-TZVPD basis set",
  "symbols": ["C", "C", "C", "C", "N", "N", "H", "H", "H", "H", "H", "H", "H", "H", "H", "H"],
  "xyz": [[0.9490, -0.2551, 1.1601], [0.5257, 0.9467, 0.2742], [-0.3430, 0.5147, -0.8762], [0.1506, 0.3179, -2.1041], [-1.6675, 0.3358, -0.5593], [-0.1666, -1.1181, 1.5080], [1.3021, 0.1971, 2.0924], [1.7977, -0.7984, 0.7290], [-0.1412, 1.4695, 0.9581], [1.4070, 1.4338, -0.1269], [-0.4742, -0.1693, -2.8444], [1.1601, 0.5819, -2.3536], [-1.8786, 0.0342, 0.3808], [-2.2701, -0.0446, -1.2716], [-0.0109, -1.7162, 2.3238], [-0.3401, -1.7298, 0.7097]],
  "forces_ev_per_angstrom": [[0.493, 0.295, 0.503], [-0.990, -1.739, 0.313], [0.740, -0.017, -0.155], [-0.514, -0.171, -0.116], [-0.720, 0.180, 0.090], [-0.630, -0.039, -0.500], [0.168, -0.101, 0.031], [-0.112, 0.065, -0.208], [0.435, 0.999, -0.124], [0.067, 0.560, 0.299], [0.105, 0.171, -0.206], [0.276, -0.055, -0.017], [0.189, -0.092, 0.022], [0.146, -0.110, 0.003], [0.386, 0.237, -0.146], [-0.038, -0.184, 0.211]],
  "spin_multiplicity": 2,
  "total_charge": -1,
  "e_tot_ha": -267.8429,
  "homo_ev": [1.436, -4.413],
  "homo_lumo_gap_ev": [2.99, 8.66],
  "fmax_ev_per_a": 2.0,
  "e_lumo_ev": [4.43, 4.25]
}

---

Entry 5:
{
  "formula": "C4H10N2",
  "method": "ωB97M-V with the def2-TZVPD basis set",
  "symbols": ["C", "C", "N", "H", "H", "H", "H", "H", "C", "C", "N", "H", "H", "H", "H", "H"],
  "xyz": [[-1.9552, 0.2914, -3.0801], [-0.3283, 1.8394, -2.4270], [-0.7968, 0.6269, -2.3422], [-1.7620, 0.3759, -4.1143], [-2.9159, 0.6681, -2.7201], [-2.2711, -0.7777, -2.9219], [0.4929, 2.1272, -1.7430], [-0.5721, 2.6238, -3.2483], [2.2268, -1.2729, 2.4511], [0.1154, -0.4563, 3.2273], [1.3188, -0.1826, 2.8009], [2.0155, -2.2458, 2.8164], [3.2357, -1.0275, 2.9019], [2.2773, -1.3327, 1.3457], [-0.6363, 0.2186, 3.7127], [-0.4447, -1.4756, 3.3409]],
  "forces_ev_per_angstrom": [[-0.064, -2.132, 1.433], [0.522, 2.662, -0.602], [-0.429, -1.515, 0.746], [-0.460, 0.553, -1.719], [-0.370, 1.557, -0.155], [0.966, 0.166, -0.215], [-0.373, -0.076, -0.463], [0.203, -1.242, 0.980], [1.030, 1.297, -0.569], [0.561, -1.081, 0.312], [-3.169, -0.810, 1.724], [-0.888, -1.007, 0.502], [-0.963, -0.018, -0.846], [0.306, 0.160, 0.559], [1.332, 0.640, -1.038], [1.796, 0.847, -0.650]],
  "spin_multiplicity": 2,
  "total_charge": -1,
  "e_tot_ha": -267.7538,
  "homo_ev": [1.209, -3.083],
  "homo_lumo_gap_ev": [2.21, 6.37],
  "fmax_ev_per_a": 3.7,
  "e_lumo_ev": [3.41, 3.29]
}

---

Entry 6:
{
  "formula": "C4H10N2",
  "method": "ωB97M-V with the def2-TZVPD basis set",
  "symbols": ["C", "C", "C", "H", "H", "H", "H", "H", "H", "N", "C", "N", "H", "H", "H", "H"],
  "xyz": [[0.7258, -1.8493, -0.0080], [1.9049, -1.0082, 0.3367], [2.1365, -0.3591, 1.4720], [1.0135, -2.8157, -0.4125], [0.0837, -2.0455, 0.8468], [0.1476, -1.4404, -0.8441], [2.7296, -1.0653, -0.3745], [3.1378, 0.0225, 1.5966], [1.3475, -0.1835, 2.1956], [-2.0396, 1.2050, 0.3745], [-2.0840, 1.7859, -0.8878], [-1.4866, 1.3514, -1.9175], [-2.0452, 0.1955, 0.3370], [-1.2900, 1.5656, 0.9490], [-2.3906, 2.8430, -0.9253], [-1.8906, 1.7980, -2.7386]],
  "forces_ev_per_angstrom": [[-0.533, 0.132, -0.537], [0.526, -0.623, 0.080], [-0.224, -0.055, -0.718], [0.420, -0.226, 0.202], [-0.156, 0.183, 0.050], [-0.135, 0.325, 0.252], [-0.097, 0.025, 0.047], [-0.120, 0.472, 0.379], [0.279, -0.193, 0.246], [-0.340, -0.222, 0.043], [1.580, 1.762, -0.197], [-1.322, -1.815, -0.259], [0.455, -0.012, -0.091], [-0.161, 0.034, 0.193], [-0.885, -0.352, 0.383], [0.713, 0.566, -0.074]],
  "e_tot_ha": -267.8552,
  "homo_ev": -9.549,
  "homo_lumo_gap_ev": 10.61,
  "fmax_ev_per_a": 2.4,
  "smiles": "[H]/N=C/N.C=CC",
  "e_lumo_ev": 1.06
}

---

Entry 7:
{
  "formula": "C4H10N2",
  "method": "ωB97M-V with the def2-TZVPD basis set",
  "symbols": ["C", "C", "C", "C", "H", "H", "H", "H", "H", "H", "H", "H", "H", "H", "N", "N"],
  "xyz": [[-1.3163, 1.2001, 1.6854], [-1.1721, 0.2149, 0.4919], [0.2976, -0.1452, 0.1695], [1.4227, -0.8852, -1.9854], [-0.8739, 2.1336, 1.4115], [-2.4272, 1.3952, 1.9105], [-0.9923, 0.7423, 2.7230], [-1.6950, -0.7162, 0.7958], [-1.5741, 0.7130, -0.4331], [0.6390, 0.8535, -0.2024], [0.9066, -0.5333, 0.9808], [-0.0943, -1.9405, -0.9081], [1.1915, -1.4996, -2.9292], [2.7873, -0.1676, -0.7850], [0.3359, -0.9336, -0.9959], [2.5645, -0.4314, -1.9293]],
  "forces_ev_per_angstrom": [[-1.787, -1.722, 1.651], [0.026, -0.213, 1.080], [-0.499, 2.435, -0.622], [-3.756, -2.944, 0.064], [0.552, 0.654, 0.419], [1.469, -0.162, -0.675], [0.050, 1.048, -2.190], [-0.131, 0.468, -0.701], [0.068, -0.893, 0.895], [0.677, -0.628, 0.779], [-0.071, 0.202, 0.478], [1.106, 2.770, -0.409], [-0.259, 1.158, 1.246], [-0.794, -0.349, -4.020], [0.354, -3.738, -2.659], [2.994, 1.917, 4.663]],
  "e_tot_ha": -267.8503,
  "homo_ev": -9.184,
  "homo_lumo_gap_ev": 10.18,
  "fmax_ev_per_a": 5.9,
  "smiles": "[H]/N=C\\NCCC",
  "e_lumo_ev": 1.00
}

---

Entry 8:
{
  "formula": "C4H10N2",
  "method": "ωB97M-V with the def2-TZVPD basis set",
  "symbols": ["C", "C", "C", "C", "N", "N", "H", "H", "H", "H", "H", "H", "H", "H", "H", "H"],
  "xyz": [[-0.9612, -0.0990, -1.1078], [-0.0537, -0.0511, 0.1351], [0.6400, 1.2967, 0.3017], [0.9561, -1.1897, 0.2129], [-2.2414, -0.0655, 0.0766], [-1.1779, -0.1450, 1.0882], [-0.9997, 0.7638, -1.7563], [-1.0317, -1.0449, -1.6252], [-0.0715, 2.1111, 0.1858], [1.4282, 1.4041, -0.4383], [1.0670, 1.3590, 1.3002], [0.4662, -2.1426, 0.0169], [1.4121, -1.2234, 1.2005], [1.7408, -1.0449, -0.5278], [-2.5669, 0.9023, 0.0762], [-1.2473, -1.0658, 1.5226]],
  "forces_ev_per_angstrom": [[-2.884, 0.112, 2.819], [0.339, 0.046, -0.063], [-0.122, -0.283, -0.013], [-0.323, 0.171, 0.050], [2.339, -0.197, -2.489], [-0.069, -0.024, 0.174], [0.145, 0.116, -0.182], [0.050, -0.105, -0.138], [-0.074, 0.079, -0.002], [0.149, 0.119, -0.103], [0.088, 0.040, 0.050], [0.005, -0.101, 0.024], [0.095, -0.024, 0.085], [0.074, -0.018, -0.034], [0.150, -0.100, 0.113], [0.036, 0.169, -0.291]],
  "e_tot_ha": -267.8348,
  "homo_ev": -8.634,
  "homo_lumo_gap_ev": 9.63,
  "fmax_ev_per_a": 4.0,
  "smiles": "CC1(C)CNN1",
  "e_lumo_ev": 0.99
}

---

Entry 9:
{
  "formula": "C4H10N2",
  "method": "ωB97M-V with the def2-TZVPD basis set",
  "symbols": ["C", "C", "C", "C", "N", "N", "H", "H", "H", "H", "H", "H", "H", "H", "H", "H"],
  "xyz": [[-0.9589, -1.6300, 0.1342], [-0.7602, -0.3823, -0.3019], [-1.8301, 0.6464, -0.5946], [1.2068, 1.1689, 0.7185], [1.6394, -0.8998, -0.5031], [0.7795, 0.2285, -0.3773], [-0.1969, -2.4445, 0.2992], [-2.0157, -1.8113, 0.2876], [-1.8623, 1.2125, 0.3260], [-2.7242, 0.0139, -0.7335], [-1.7024, 1.3600, -1.4803], [0.5960, 2.0874, 0.7688], [1.1734, 0.9013, 1.7810], [2.2467, 1.3635, 0.4474], [1.9768, -1.1895, 0.3975], [2.4320, -0.6251, -1.1696]],
  "forces_ev_per_angstrom": [[0.254, 0.288, -0.446], [4.116, 1.390, 0.368], [0.344, -0.586, -0.502], [-0.598, -0.049, -0.731], [1.026, 1.168, -1.626], [-3.075, -1.327, 0.452], [-0.935, 1.408, -0.066], [0.001, -0.744, -0.136], [-0.627, 0.573, 0.089], [-0.034, 0.851, 0.117], [0.221, -1.325, 1.230], [0.312, -0.195, -0.852], [0.026, -1.180, -0.082], [-0.147, 0.484, 0.229], [0.528, -0.134, 0.325], [-1.413, -0.622, 1.630]],
  "e_tot_ha": -267.8058,
  "homo_ev": -8.467,
  "homo_lumo_gap_ev": 9.56,
  "fmax_ev_per_a": 4.4,
  "smiles": "C=C(C)N(C)N",
  "e_lumo_ev": 1.09
}

---

Entry 10:
{
  "formula": "C4H10N2",
  "method": "ωB97M-V with the def2-TZVPD basis set",
  "symbols": ["C", "C", "C", "C", "H", "H", "H", "H", "H", "H", "H", "H", "H", "H", "N", "N"],
  "xyz": [[2.1285, 0.2318, -0.1928], [-0.1376, -0.2704, 0.4196], [-1.4727, -0.9958, -0.0249], [-0.8112, 1.0347, 0.0407], [2.9807, -0.3588, -0.6498], [1.9418, 1.2641, -0.6526], [2.2766, 0.4352, 0.9268], [1.3227, -1.5996, -0.2808], [0.1004, -0.3434, 1.4763], [-1.2691, -1.8036, -0.6786], [-2.1006, -1.2772, 0.8072], [-2.7886, 0.6512, -0.3882], [-1.1382, 1.6958, 0.8765], [-0.1491, 1.6376, -0.5673], [0.9620, -0.6002, -0.4491], [-1.8455, 0.2985, -0.6628]],
  "forces_ev_per_angstrom": [[0.193, 0.837, 0.107], [-0.812, -1.092, 0.445], [1.291, 2.017, 0.795], [0.648, 0.678, 0.373], [-0.581, 1.417, 0.598], [0.755, -1.462, 0.357], [0.169, -0.450, -1.249], [-1.320, 1.848, -0.240], [0.244, -0.188, 0.401], [-0.182, -0.794, -0.834], [-0.219, -0.208, 0.256], [0.968, -0.686, -0.581], [0.054, -0.683, -0.277], [-0.143, 0.343, -0.528], [1.143, -1.967, 0.409], [-2.206, 0.390, -0.033]],
  "e_tot_ha": -267.8471,
  "homo_ev": -8.535,
  "homo_lumo_gap_ev": 9.63,
  "fmax_ev_per_a": 2.5,
  "smiles": "CNC1CNC1",
  "e_lumo_ev": 1.09
}

---

Entry 11:
{
  "formula": "C4H10N2",
  "method": "ωB97M-V with the def2-TZVPD basis set",
  "symbols": ["C", "C", "C", "C", "N", "N", "H", "H", "H", "H", "H", "H", "H", "H", "H", "H"],
  "xyz": [[1.0181, -1.0867, -0.3182], [2.2427, -1.7560, -0.6477], [-1.7182, 2.0978, 0.9601], [-1.1882, 0.7457, 0.4955], [0.5164, 0.0091, -0.9180], [-0.4457, 0.8614, -0.7840], [0.6499, -1.1164, 0.6495], [2.3188, -1.6067, -1.8119], [2.2880, -2.7320, -0.3400], [3.0491, -1.0117, -0.1735], [-0.9605, 2.8259, 1.1836], [-2.5494, 2.5851, 0.4010], [-2.2000, 1.7828, 1.8929], [-0.4022, 0.4500, 1.3719], [-1.8247, -0.1537, 0.3250], [0.9438, 0.3282, -1.7737]],
  "forces_ev_per_angstrom": [[-2.976, 2.494, 0.121], [2.306, 5.284, -3.052], [-2.220, -1.142, 0.337], [3.312, -0.768, -0.151], [1.194, -1.035, -1.310], [-0.800, 0.676, 1.967], [-0.837, -0.778, 1.814], [0.477, -0.847, 2.017], [0.357, -2.241, 0.666], [-0.778, -2.274, -0.946], [0.510, 0.052, -0.098], [0.803, -0.538, -0.175], [0.006, 0.654, 0.307], [-1.630, 0.367, -1.762], [-0.413, 0.846, 0.795], [0.691, -0.751, -0.530]],
  "e_tot_ha": -267.7797,
  "homo_ev": -7.202,
  "homo_lumo_gap_ev": 8.23,
  "fmax_ev_per_a": 6.5,
  "e_lumo_ev": 1.03
}

---

Entry 12:
{
  "formula": "C4H10N2",
  "method": "ωB97M-V with the def2-TZVPD basis set",
  "symbols": ["C", "C", "C", "C", "H", "H", "H", "H", "H", "H", "H", "H", "H", "H", "N", "N"],
  "xyz": [[0.5851, -0.2493, 0.4984], [1.3556, 0.1561, -0.7666], [0.0243, -0.0152, -1.5584], [-0.6843, 0.1736, -0.1944], [-0.0676, 0.4533, 2.3090], [1.4388, -0.2396, 2.3746], [0.5704, -1.3761, 0.5876], [1.7704, 1.1678, -0.7523], [2.1802, -0.4663, -0.9752], [-0.0239, -1.0056, -2.0187], [-0.1985, 0.7382, -2.3020], [-0.6699, 1.2637, 0.0473], [-2.7520, 0.2168, -0.2098], [-2.0332, -1.3509, -0.2620], [0.8238, 0.4338, 1.7801], [-1.9521, -0.4042, 0.1239]],
  "forces_ev_per_angstrom": [[-0.296, -0.965, 0.915], [-0.284, 0.474, 0.317], [0.674, 0.504, 0.139], [0.164, 0.961, -0.523], [0.582, -0.025, -0.511], [-1.253, 1.777, -1.204], [0.233, 0.869, -0.046], [-0.515, 0.080, 0.193], [0.844, -0.951, -0.606], [-0.329, 0.000, 0.288], [-0.013, 0.080, -0.301], [-0.557, -0.490, -0.483], [1.495, -1.472, 0.512], [-0.177, 0.643, 0.119], [0.996, -2.149, 1.447], [-1.565, 0.666, -0.256]],
  "e_tot_ha": -267.8777,
  "homo_ev": -9.115,
  "homo_lumo_gap_ev": 10.33,
  "fmax_ev_per_a": 2.8,
  "smiles": "N[C@@H]1CC[C@H]1N",
  "e_lumo_ev": 1.22
}